Entry from the OMol25 dataset: a structure of composition C25H22F3N9O13STi in a non-equilibrium geometry (the ωB97M-V functional and the def2-TZVPD basis).

Properties
HOMO-LUMO gap	0.2551	Ha
HOMO	-8.35	eV
ΔE to the lowest compared entry with this formula, charge and spin	1.570	eV
lowest unoccupied orbital energy	-1.41	eV
spin multiplicity	1

Last column: Löwdin charge in e.
Atoms and positions in Å:
N1 -0.4728 -2.9362 1.3155  -0.0639
N2 -3.3587 2.1043 0.8828  0.0794
C1 -1.8280 -2.9168 1.1879  -0.6221
C2 2.4069 1.8715 -1.4763  -0.0630
C3 -1.8445 -5.3381 1.0368  0.0191
H1 -3.3470 -0.0093 -0.4918  0.0211
H2 0.1178 -6.2348 1.2154  0.1080
H3 2.6348 -1.9966 -3.0041  0.1278
C4 -2.9945 1.9924 -0.3978  -0.4435
H4 -3.7389 3.1504 2.6102  0.1332
F1 -4.5338 -5.3755 0.8350  0.1312
H5 4.8870 -2.5264 -2.0346  0.1189
C5 3.0738 -2.1089 0.7756  -0.1408
N3 -0.0590 0.8950 1.7352  0.0230
C6 0.7730 1.8856 -3.2644  -0.0666
C7 1.7650 2.2605 -4.1368  0.1010
S1 -2.5909 -1.4284 1.1994  0.8475
N4 -0.4850 1.5512 -3.8461  -0.3281
H6 -0.2401 1.3536 0.8327  0.0803
Ti1 0.3881 -1.0801 1.4683  1.1348
O1 -0.4261 -1.1227 3.1414  -0.1520
H7 -0.9998 3.3630 1.2771  0.0999
C8 0.1721 -4.1037 1.3345  -0.0887
C9 3.0457 2.5719 -3.6787  -0.1438
F2 -4.6793 -3.4697 1.8081  0.1207
O2 -1.4908 1.6321 -3.1561  0.0115
O3 -0.5056 1.2436 -5.0124  0.1189
O4 3.8924 1.8843 0.2364  0.1136
H8 1.5406 2.3308 -5.1932  0.1380
O5 2.1171 0.6910 0.4396  0.0076
F3 -4.3726 -3.5731 -0.3203  0.1281
H9 -2.3632 -6.2760 0.9110  0.1270
O6 5.1222 3.3593 -4.1047  0.0769
C10 -1.1860 2.4867 3.2483  -0.1224
C11 -1.1144 1.0585 2.7269  -0.2878
C12 3.0056 -1.8069 2.2854  -0.5279
H10 -2.1904 2.8453 -2.0034  0.0846
O7 3.7268 3.2354 -5.7360  0.0832
H11 -2.7308 0.7188 -1.9228  0.1001
H12 -1.5627 4.4714 2.5237  0.1161
C13 -3.1217 3.2633 1.7205  -0.1531
H13 -2.3193 3.9040 -0.6305  0.1133
O8 1.9423 -1.1321 2.5397  -0.0782
H14 1.2491 -4.0598 1.4679  0.1217
N5 1.8883 -1.8883 0.2352  0.0324
O9 0.0110 -0.9281 -2.5117  0.1251
N6 2.8318 1.4823 -0.1929  -0.2895
C14 0.9859 1.8206 -1.8243  -0.2787
C15 -2.5297 -4.1485 1.0385  -0.1051
H15 0.8135 1.2656 2.1243  0.1339
C16 2.7868 -2.0678 -1.9399  0.0443
O10 -0.2350 -0.8482 -0.2951  -0.1763
H16 4.3865 2.4659 -2.0072  0.1369
C17 4.0335 -2.3570 -1.3913  -0.0062
H17 -3.4616 4.1614 1.1919  0.1206
N7 -2.5886 3.0535 -1.0925  0.2217
N8 -3.1693 0.8375 -1.0185  0.2227
N9 4.0361 3.0889 -4.5743  -0.3770
C18 4.1946 -2.3548 -0.0096  0.0467
H18 -1.8528 2.5233 4.1098  0.1265
O11 3.8698 -2.1618 3.0472  0.1372
C19 3.3705 2.3310 -2.3526  0.1003
C20 -1.6533 3.4521 2.1499  -0.1647
H19 -2.0685 0.7562 2.2817  0.0662
H20 -3.7338 1.2661 1.3028  0.1309
C21 -4.0209 -4.1331 0.8501  -0.6204
C22 0.3708 -1.1697 -1.3793  -0.5131
H21 -0.1916 2.7805 3.6001  0.1299
C23 1.7265 -1.8132 -1.0773  -0.1216
C24 -0.4558 -5.3223 1.1988  -0.0311
O12 -1.0571 0.0531 4.9413  0.1240
C25 -0.8392 -0.0742 3.7633  -0.5612
H22 5.1552 -2.4905 0.4615  0.1296
O13 0.0914 1.7911 -0.9753  0.0110

Entry from the OMol25 dataset: a cluster of 2 separate species, C25H22FN2O8S2 in total in a non-equilibrium geometry (the ωB97M-V functional and the def2-TZVPD basis).

Properties
HOMO-LUMO gap	0.2135	Ha
total charge	-1
HOMO	-3.44	eV
lowest unoccupied orbital energy	2.37	eV
spin multiplicity	1

Last column: Löwdin charge in e.
Atoms and positions in Å:
F1 -0.7619 -0.6393 -0.5399  -0.0317
C1 -3.7509 1.7366 -3.5939  -0.0692
O1 1.3606 1.6404 -2.0254  -0.0977
C2 -3.3134 1.2609 -2.3582  -0.2492
H1 -1.4277 -5.4053 0.0433  0.0772
C3 0.8705 1.7384 2.2707  -0.0728
C4 -1.0176 -5.5659 1.0487  -0.0564
H2 2.3254 0.1341 -0.3174  0.1301
C5 1.2297 0.1676 4.1193  -0.0287
H3 -0.7224 -6.6200 1.1373  0.0813
C6 -5.9862 0.9388 -3.1128  -0.1064
C7 0.3463 2.6917 3.1394  -0.0077
H4 3.2586 1.3772 -2.7763  0.1267
H5 1.2338 3.5102 -3.5027  0.0844
C8 0.6539 1.1098 4.9720  -0.0974
C9 -5.0940 1.5904 -3.9677  -0.0851
H6 1.6578 -0.7590 4.4820  0.0933
O2 1.1481 4.0453 0.6361  0.0385
C10 0.1946 2.3423 4.4866  -0.0906
H7 -3.7934 0.1812 -0.5823  0.1128
O3 3.5166 -1.3203 3.4051  -0.2774
C11 1.3607 1.8040 0.8913  -0.0924
H8 -3.0444 2.2108 -4.2758  0.1076
O4 2.8287 3.0662 -0.3936  0.0295
C12 2.2776 1.7201 -3.1292  -0.2236
C13 -0.2532 0.5305 -0.8911  -0.2626
C14 0.8600 -4.6537 2.4747  -0.0388
N1 1.8131 3.0269 0.3328  -0.2922
O5 1.4103 -0.6535 -2.2256  0.0516
O6 -1.0195 1.7330 -3.2636  -0.3910
C15 0.8905 0.3821 -1.8186  -0.5901
C16 1.8209 0.5195 0.5661  0.0021
C17 2.2752 3.1779 -3.4546  -0.0726
C18 -5.5287 0.4232 -1.8983  -0.0948
C19 2.2340 -2.8459 1.6619  -0.2720
H9 -5.4326 1.9794 -4.9303  0.0990
H10 -1.7837 -5.3649 1.8125  0.0856
C20 -4.1888 0.5869 -1.5131  -0.0673
O7 4.1639 -1.1325 0.9840  -0.2527
H11 0.5302 -5.3235 3.2788  0.1168
H12 2.7658 3.3746 -4.4090  0.0709
C21 1.2707 0.4772 2.7674  -0.1772
C22 0.1769 -4.6746 1.2487  -0.2689
H13 0.1041 -3.8940 -0.7726  0.1265
C23 1.9145 -3.7588 2.6784  -0.0500
S1 -1.5652 1.6689 -1.8965  0.7887
H14 1.9793 -2.3152 -0.4238  0.1079
N2 1.9179 -0.2071 1.7326  -0.0602
H15 0.1022 3.6724 2.7454  0.1047
H16 0.6048 0.8795 6.0314  0.0922
H17 -7.0285 0.8088 -3.3968  0.0935
S2 3.1949 -1.3939 2.0087  0.7623
H18 -0.2631 3.0320 5.1898  0.0925
H19 2.4452 -3.7323 3.6266  0.1108
H20 1.9194 1.0928 -3.9596  0.1279
H21 -6.2012 -0.1146 -1.2312  0.0958
C24 1.6573 -2.9552 0.3954  -0.0360
H22 2.7895 3.7122 -2.6508  0.0644
O8 -1.5396 2.8387 -1.0554  -0.3501
C25 0.6121 -3.8526 0.1988  -0.0117